{
  "formula": "C6H9LiN3S",
  "method": "ωB97M-V/def2-TZVPD",
  "symbols": ["Li", "N", "H", "H", "H", "N", "C", "S", "C", "C", "C", "N", "C", "C", "H", "H", "H", "H", "H", "H"],
  "coordinates": [[0.378, 0.008, 0.374], [-0.593, 0.005, 2.119], [-0.765, 0.927, 2.511], [-0.087, -0.506, 2.839], [-1.507, -0.439, 2.067], [6.098, 0.056, -3.607], [6.043, -0.180, -2.285], [7.321, -0.607, -1.361], [4.674, -0.091, -1.690], [4.487, 0.475, -0.435], [3.219, 0.499, 0.103], [2.144, -0.014, -0.516], [2.332, -0.562, -1.722], [3.564, -0.613, -2.345], [6.998, 0.025, -4.058], [5.336, 0.494, -4.097], [5.331, 0.874, 0.110], [3.054, 0.941, 1.079], [1.462, -0.985, -2.210], [3.658, -1.090, -3.311]],
  "atomic_forces_ev_per_a": [[0.146, 0.012, -0.014], [-0.065, -0.023, 0.010], [0.007, 0.007, -0.010], [0.007, 0.000, -0.004], [-0.003, 0.006, 0.021], [0.022, 0.022, 0.054], [-0.007, 0.002, -0.034], [-0.014, 0.002, -0.004], [0.020, -0.016, -0.004], [0.018, 0.007, 0.006], [-0.033, -0.007, 0.011], [-0.088, 0.000, -0.012], [0.017, 0.002, 0.010], [0.006, -0.001, -0.008], [-0.003, -0.005, -0.008], [-0.009, -0.015, -0.013], [-0.007, 0.000, 0.004], [0.001, 0.005, 0.000], [-0.005, 0.005, 0.001], [-0.011, -0.003, -0.005]],
  "mulliken_charge": [0.953, -0.888, 0.305, 0.307, 0.325, -0.381, 0.057, -0.286, 0.761, -0.589, -0.105, -0.824, -0.139, -0.551, 0.226, 0.225, 0.402, 0.372, 0.382, 0.448],
  "e_homo_ev": -11.241,
  "mol_weight_g_mol": 162.167,
  "orbital_gap_ev": 7.800,
  "total_charge": 1,
  "multiplicity": 1,
  "e_tot_ev": -21874.9415,
  "de_lowest_ev": 0.0000,
  "lumo_energy_ev": -3.44,
  "max_force_ev_per_a": 0.15
}

{
  "formula": "C6H9N",
  "method": "ωB97M-V/def2-TZVPD",
  "symbols": ["C", "C", "N", "C", "C", "C", "C", "H", "H", "H", "H", "H", "H", "H", "H", "H"],
  "coordinates": [[-1.298, 1.151, 0.458], [-0.137, 0.524, 0.263], [1.096, 1.217, 0.132], [1.980, 0.291, -0.041], [1.425, -1.069, -0.023], [0.096, -0.932, 0.156], [-0.964, -1.977, 0.280], [-2.236, 0.605, 0.528], [-1.330, 2.232, 0.551], [3.029, 0.538, -0.192], [1.991, -1.988, -0.118], [-0.582, -2.959, -0.008], [-1.827, -1.745, -0.354], [-1.326, -2.041, 1.313], [-0.218, 3.244, -1.683], [0.300, 2.909, -1.263]],
  "atomic_forces_ev_per_a": [[0.098, -0.056, 0.017], [-0.263, 0.056, 0.065], [0.176, -0.275, 0.029], [-0.014, 0.136, 0.030], [-0.151, -0.038, 0.022], [0.123, 0.000, 0.013], [-0.032, -0.054, -0.019], [0.176, 0.029, 0.032], [0.026, -0.153, -0.059], [-0.156, -0.036, 0.051], [-0.097, 0.131, -0.037], [-0.050, 0.130, 0.050], [0.142, -0.038, 0.084], [0.047, 0.014, -0.142], [0.077, 0.033, -0.018], [-0.102, 0.120, -0.120]],
  "mulliken_charge": [-0.828, 0.543, -0.604, -0.250, -0.571, 0.605, -1.241, 0.251, 0.330, 0.406, 0.411, 0.334, 0.327, 0.292, 0.196, -0.202],
  "e_homo_ev": -9.316,
  "mol_weight_g_mol": 95.145,
  "orbital_gap_ev": 9.104,
  "total_charge": 0,
  "multiplicity": 1,
  "e_tot_ev": -7855.9909,
  "smiles": "C=C1N=CC=C1C.[H][H]",
  "de_lowest_ev": 2.1687,
  "lumo_energy_ev": -0.21,
  "max_force_ev_per_a": 0.33
}

{
  "formula": "C6H9N",
  "method": "ωB97M-V/def2-TZVPD",
  "symbols": ["C", "C", "C", "N", "C", "C", "C", "H", "H", "H", "H", "H", "H", "H", "H", "H"],
  "coordinates": [[0.245, -1.432, -1.176], [-0.153, -0.127, -0.547], [-0.936, 0.706, -1.441], [-1.549, 1.653, -1.687], [-0.876, -0.208, 0.841], [0.233, 0.701, 1.413], [1.000, 0.731, 0.075], [0.839, -1.243, -2.074], [-0.654, -1.996, -1.444], [0.836, -2.010, -0.465], [-0.924, -1.215, 1.272], [-1.857, 0.261, 0.967], [-0.250, 1.898, 1.641], [0.794, 0.247, 2.253], [1.155, 1.766, -0.251], [1.974, 0.231, 0.079]],
  "atomic_forces_ev_per_a": [[0.097, -0.267, -0.074], [-0.077, -0.027, -0.350], [-0.680, 1.626, 0.698], [0.049, -0.590, -0.801], [0.214, 0.350, 0.500], [-0.896, 2.856, 1.140], [0.026, 0.159, 0.587], [-0.045, -0.164, 0.086], [0.186, -0.058, -0.021], [0.014, -0.106, -0.085], [0.182, 0.134, -0.219], [0.129, -0.320, -0.593], [1.664, -3.789, -0.201], [-0.432, 0.806, -0.184], [-0.204, -0.505, -0.485], [-0.228, -0.107, 0.002]],
  "mulliken_charge": [-1.716, 1.888, -0.219, -0.534, -1.048, -0.200, -1.056, 0.397, 0.397, 0.422, 0.297, 0.298, 0.222, 0.257, 0.296, 0.298],
  "e_homo_ev": -10.745,
  "mol_weight_g_mol": 95.145,
  "orbital_gap_ev": 11.524,
  "total_charge": 0,
  "multiplicity": 1,
  "e_tot_ev": -7856.1745,
  "smiles": "CC1(C#N)CCC1",
  "de_lowest_ev": 1.9851,
  "lumo_energy_ev": 0.78,
  "max_force_ev_per_a": 4.14
}

{
  "formula": "C6H9N",
  "method": "ωB97M-V/def2-TZVPD",
  "symbols": ["C", "N", "C", "C", "C", "C", "C", "H", "H", "H", "H", "H", "H", "H", "H", "H"],
  "coordinates": [[-1.422, 0.128, 1.533], [-0.140, -0.083, 0.959], [0.502, 0.909, 0.169], [1.499, 0.265, -0.820], [1.106, -1.185, -0.938], [-0.203, -0.851, -1.053], [0.098, 0.648, -1.239], [-1.294, 0.691, 2.458], [-1.921, -0.826, 1.746], [-2.082, 0.705, 0.861], [0.692, 1.885, 0.618], [2.444, 0.745, -1.053], [0.443, -0.894, 1.118], [1.639, -2.034, -1.291], [-1.148, -1.381, -0.998], [-0.213, 1.279, -2.068]],
  "atomic_forces_ev_per_a": [[-0.004, 0.109, 0.416], [0.684, 0.446, 1.453], [-0.068, -0.064, 0.350], [0.299, 0.220, -0.041], [-0.485, 0.330, -2.036], [0.247, -0.709, -1.828], [-0.440, 0.231, 0.195], [-0.642, 0.103, 0.307], [0.121, 0.150, 0.020], [0.340, -0.171, 0.068], [0.157, -0.135, -0.291], [-0.239, 0.032, -0.072], [-0.782, 0.387, 0.739], [0.465, -0.765, 0.780], [0.190, -0.070, -0.314], [0.158, -0.093, 0.253]],
  "mulliken_charge": [-0.987, -0.210, -0.555, -0.438, -0.658, -0.565, -0.098, 0.303, 0.352, 0.301, 0.411, 0.449, 0.392, 0.461, 0.390, 0.452],
  "e_homo_ev": -7.176,
  "mol_weight_g_mol": 95.145,
  "orbital_gap_ev": 8.345,
  "total_charge": 0,
  "multiplicity": 1,
  "e_tot_ev": -7852.8234,
  "de_lowest_ev": 5.3362,
  "lumo_energy_ev": 1.17,
  "max_force_ev_per_a": 2.12
}

{
  "formula": "C6H9N",
  "method": "ωB97M-V/def2-TZVPD",
  "symbols": ["C", "C", "C", "C", "C", "C", "N", "H", "H", "H", "H", "H", "H", "H", "H", "H"],
  "coordinates": [[1.619, 1.255, 0.625], [0.591, 0.494, -0.219], [-0.560, -0.095, 0.620], [-1.766, -0.454, -0.254], [-1.785, -1.557, -1.215], [1.251, -0.582, -0.978], [1.773, -1.448, -1.541], [2.418, 1.660, -0.003], [2.070, 0.602, 1.379], [1.126, 2.089, 1.135], [-0.852, 0.653, 1.368], [-0.201, -0.977, 1.164], [-2.545, -0.986, 0.358], [-2.283, 0.446, -0.614], [-1.020, -2.287, -0.868], [0.163, 1.187, -0.957]],
  "atomic_forces_ev_per_a": [[0.045, 0.039, 0.056], [-0.022, 0.055, -0.028], [0.026, -0.065, 0.066], [0.065, 0.043, -0.255], [0.147, 0.119, 0.381], [0.406, -0.728, -0.502], [-0.513, 0.848, 0.525], [-0.107, -0.078, 0.100], [-0.073, 0.073, -0.108], [0.070, -0.132, -0.065], [0.033, -0.088, -0.129], [-0.039, 0.129, -0.090], [-0.006, -0.057, -0.053], [0.043, -0.135, 0.040], [-0.131, 0.067, -0.022], [0.056, -0.092, 0.085]],
  "mulliken_charge": [-1.503, 0.613, -0.724, -0.520, -0.504, 0.079, -0.452, 0.403, 0.321, 0.384, 0.379, 0.334, 0.339, 0.332, 0.224, 0.296],
  "e_homo_ev": -8.817,
  "mol_weight_g_mol": 95.145,
  "orbital_gap_ev": 8.751,
  "total_charge": 0,
  "multiplicity": 1,
  "e_tot_ev": -7853.8555,
  "de_lowest_ev": 4.3042,
  "lumo_energy_ev": -0.07,
  "max_force_ev_per_a": 1.12
}

{
  "formula": "C6H9N",
  "method": "ωB97M-V/def2-TZVPD",
  "symbols": ["C", "C", "C", "C", "N", "C", "C", "H", "H", "H", "H", "H", "H", "H", "H", "H"],
  "coordinates": [[2.361, 0.486, -0.160], [1.634, -0.779, -0.042], [1.096, -1.899, 0.143], [-0.134, -0.972, -0.615], [-1.108, -0.600, 0.375], [-2.276, 0.099, -0.120], [-1.256, 0.803, 0.698], [2.346, 0.862, -1.187], [3.402, 0.284, 0.111], [1.961, 1.250, 0.512], [0.081, -0.130, -1.308], [-0.528, -1.767, -1.246], [-3.219, -0.227, 0.309], [-2.318, 0.359, -1.180], [-0.641, 1.529, 0.159], [-1.445, 1.017, 1.748]],
  "atomic_forces_ev_per_a": [[0.047, 0.036, 0.002], [-0.077, -0.380, 0.086], [0.286, 0.578, -0.108], [-0.338, 0.056, -0.245], [0.030, -0.203, 0.003], [-0.265, -0.021, -0.134], [0.037, 0.181, 0.083], [0.029, -0.057, 0.114], [-0.126, 0.088, -0.018], [0.105, -0.100, -0.072], [0.081, -0.144, 0.149], [0.036, 0.053, 0.054], [0.082, 0.125, -0.041], [0.055, -0.075, 0.166], [-0.056, -0.180, 0.176], [0.074, 0.043, -0.215]],
  "mulliken_charge": [-1.096, 0.702, -0.929, -0.335, -0.288, -0.429, -0.330, 0.350, 0.319, 0.283, 0.385, 0.425, 0.253, 0.229, 0.230, 0.233],
  "e_homo_ev": -9.461,
  "mol_weight_g_mol": 95.145,
  "orbital_gap_ev": 10.335,
  "total_charge": 0,
  "multiplicity": 1,
  "e_tot_ev": -7852.4983,
  "de_lowest_ev": 5.6613,
  "lumo_energy_ev": 0.87,
  "max_force_ev_per_a": 0.65
}